10
Properties=species:S:1:pos:R:3:nbo_charge:R:1 method="wB97M-V/def2-TZVPD" largest_force_ev_per_a=5.59 lumo_ev="0.726 / -3.052" total_charge=0 e_tot_ha=-2857.6204 spin_multiplicity=3 s_squared=2.01 e_above_lowest_ev=0.479
C -1.827 -1.901 -0.247 0.45
C 0.135 0.957 -0.079 -0.26
N -1.677 -0.588 -0.325 -0.13
O -2.853 -2.392 0.118 -0.46
O -0.621 0.024 -0.958 -0.37
Br -3.081 0.641 0.077 0.05
H -0.986 -2.470 -0.579 0.12
H -0.075 0.613 0.914 0.20
H -0.249 1.938 -0.479 0.21
H 1.174 1.003 -0.175 0.20